{"formula": "C37H42N5O4Ru", "method": "ωB97M-V/def2-TZVPD", "spin_multiplicity": 2, "energy_ev": -57271.382, "largest_force_ev_per_a": 3.16, "total_charge": 0, "elements": ["Ru", "C", "C", "C", "C", "C", "C", "C", "C", "C", "C", "C", "C", "N", "C", "O", "C", "C", "C", "C", "C", "N", "C", "O", "N", "C", "C", "C", "C", "C", "C", "C", "C", "C", "C", "C", "C", "H", "H", "H", "H", "H", "H", "H", "H", "H", "H", "H", "H", "H", "H", "H", "H", "H", "H", "H", "H", "H", "H", "H", "H", "H", "H", "H", "H", "H", "H", "H", "H", "H", "H", "H", "H", "H", "O", "N", "N", "O", "C", "C", "C", "C", "C", "C", "H", "H", "H", "H", "H"], "positions_angstrom": [[0.289537, -0.099434, 0.218931], [3.145322, -2.568988, -3.899051], [1.777507, -2.409218, -3.219370], [0.938266, -3.678673, -3.401482], [1.057881, -1.193433, -3.779243], [0.699979, -1.213221, -5.117919], [0.054225, -0.144521, -5.709768], [-0.247079, 0.966193, -4.947500], [0.089118, 1.031049, -3.600910], [-0.137581, 2.328358, -2.859074], [0.853100, 3.388224, -3.357106], [-1.578442, 2.821499, -3.014506], [0.749187, -0.054749, -2.999531], [1.224985, -0.013988, -1.654636], [2.597351, 0.057398, -1.572734], [3.342682, 0.349633, -2.489663], [3.126624, -0.305887, -0.232625], [4.400535, -0.786991, -0.012570], [4.731379, -1.269139, 1.246418], [3.762950, -1.262574, 2.241310], [2.508825, -0.769884, 1.946268], [2.208161, -0.286402, 0.737395], [1.330455, -0.919570, 2.838823], [1.446212, -1.179597, 4.024622], [0.146077, -0.812371, 2.162281], [-0.959521, -1.411423, 2.844703], [-1.034260, -2.824841, 2.750263], [-1.997414, -3.509978, 3.471223], [-2.887519, -2.836751, 4.284472], [-2.799440, -1.464634, 4.390884], [-1.840841, -0.721309, 3.705690], [-1.856657, 0.768095, 4.025710], [-2.882813, 1.444951, 3.106023], [-0.509342, 1.488568, 4.013637], [-0.016387, -3.633881, 1.963431], [0.880640, -4.400568, 2.946250], [-0.678297, -4.582793, 0.960668], [3.697555, -3.395123, -3.446140], [3.723599, -1.653257, -3.794968], [3.025965, -2.777359, -4.962953], [1.939273, -2.273339, -2.147364], [0.751348, -3.879858, -4.455898], [-0.023267, -3.581141, -2.895457], [1.467135, -4.536667, -2.982665], [0.949005, -2.078220, -5.719188], [-0.188230, -0.173833, -6.763874], [-0.723994, 1.814491, -5.420906], [0.081467, 2.153160, -1.806868], [0.727089, 3.558311, -4.427502], [1.879105, 3.060833, -3.184299], [0.685299, 4.330234, -2.830289], [-1.809747, 3.032766, -4.058579], [-1.728514, 3.743231, -2.450991], [-2.284119, 2.076136, -2.648869], [5.097599, -0.807366, -0.838495], [5.715058, -1.672645, 1.440479], [3.942120, -1.662259, 3.229382], [-2.030189, -4.591561, 3.424686], [-3.622453, -3.384149, 4.860321], [-3.474869, -0.948165, 5.063104], [-2.224459, 0.838728, 5.053260], [-2.754237, 1.092878, 2.087774], [-2.769714, 2.531193, 3.128101], [-3.899488, 1.198961, 3.414068], [-0.151163, 1.679635, 3.008098], [0.240399, 0.903682, 4.544572], [-0.612951, 2.451478, 4.518471], [0.611013, -2.953984, 1.381512], [0.300464, -5.152613, 3.482621], [1.305784, -3.718017, 3.680589], [1.692519, -4.901769, 2.414600], [-1.270371, -5.348410, 1.462426], [0.085980, -5.085414, 0.365278], [-1.330627, -4.026343, 0.286002], [-1.635198, 0.292268, -0.181303], [-2.084788, 1.487954, -0.179028], [-1.271551, 2.366345, 0.261550], [-0.042524, 2.084422, 0.632410], [-1.702372, 3.707664, 0.357312], [-0.783947, 4.686297, 0.725867], [-1.192885, 6.003789, 0.828106], [-2.513233, 6.352237, 0.583926], [-3.428983, 5.365829, 0.240812], [-3.033996, 4.048960, 0.115854], [0.240711, 4.404275, 0.917885], [-0.473254, 6.761124, 1.107760], [-2.831072, 7.382868, 0.661083], [-4.465460, 5.623717, 0.071232], [-3.736235, 3.278880, -0.164822]], "forces_ev_per_a": [[0.07, 3.05, 0.83], [-0.08, 0.03, 0.22], [0.05, -0.04, -0.31], [0.07, 0.11, 0.20], [-0.20, 0.06, 0.40], [0.00, -0.04, -0.04], [0.02, 0.02, 0.01], [-0.05, -0.09, -0.09], [0.33, -0.09, 0.41], [-0.04, 0.08, -0.17], [-0.04, -0.09, 0.17], [0.12, -0.03, 0.11], [-0.15, -0.25, -0.79], [-0.14, -0.16, 0.94], [-0.51, 0.60, -0.70], [0.26, -0.20, 0.12], [-0.14, 0.04, 0.38], [0.28, 0.11, -0.06], [-0.27, 0.13, 0.00], [0.22, 0.08, 0.14], [-0.01, 0.21, -0.28], [0.92, -1.02, -0.07], [-0.81, 0.18, 0.44], [0.34, -0.18, -0.11], [0.06, 0.58, -0.59], [-0.32, -0.56, 0.39], [0.07, 0.47, -0.14], [-0.05, -0.09, -0.02], [-0.04, -0.04, 0.00], [-0.05, -0.08, 0.00], [0.37, -0.11, 0.00], [0.12, 0.01, -0.33], [0.08, 0.12, 0.25], [-0.05, -0.10, 0.11], [-0.14, -0.18, 0.09], [0.06, 0.14, -0.19], [0.09, 0.14, 0.02], [0.03, -0.02, -0.04], [0.08, 0.00, -0.02], [-0.01, -0.04, -0.01], [-0.01, 0.01, -0.04], [-0.01, -0.02, -0.02], [-0.04, -0.05, -0.02], [-0.03, -0.04, 0.00], [0.00, -0.03, -0.01], [-0.05, 0.02, -0.01], [-0.02, 0.02, 0.03], [-0.05, 0.03, 0.03], [-0.01, 0.04, -0.01], [0.02, 0.03, -0.03], [0.05, 0.03, -0.03], [-0.02, 0.02, 0.00], [-0.01, 0.05, 0.00], [-0.07, 0.00, -0.06], [-0.03, 0.05, -0.03], [0.02, -0.01, -0.01], [-0.04, 0.02, 0.02], [-0.02, -0.01, -0.04], [-0.03, 0.01, -0.01], [0.02, 0.06, -0.01], [-0.04, -0.03, -0.05], [-0.02, 0.02, -0.12], [-0.04, 0.03, -0.01], [-0.03, -0.02, -0.06], [0.04, 0.02, -0.17], [0.03, 0.03, 0.03], [-0.02, 0.01, -0.02], [0.00, -0.01, 0.07], [0.00, -0.04, -0.01], [0.05, -0.01, 0.04], [-0.01, -0.05, 0.02], [-0.03, 0.00, -0.01], [-0.01, -0.04, -0.02], [-0.05, -0.06, -0.03], [-0.75, -0.44, -0.63], [0.38, 0.40, 0.44], [-0.52, -1.12, -0.47], [0.98, -2.26, -0.18], [-0.32, 1.24, 0.24], [0.11, -0.47, -0.12], [-0.16, 0.17, 0.00], [0.08, -0.07, 0.03], [-0.01, 0.09, -0.03], [0.19, -0.36, 0.03], [0.00, 0.00, 0.01], [0.01, 0.00, -0.01], [0.01, 0.01, 0.03], [0.00, 0.00, -0.05], [-0.06, 0.01, 0.02]], "mulliken_spin": [0.695, 0.002, -0.007, 0.001, 0.009, -0.002, 0.009, -0.007, 0.022, 0.011, 0.000, 0.000, -0.004, 0.103, -0.026, 0.005, 0.001, 0.004, -0.005, 0.005, -0.011, 0.013, 0.030, 0.031, 0.046, 0.022, 0.006, 0.006, 0.004, -0.005, 0.013, -0.003, -0.001, -0.005, -0.013, 0.001, -0.004, 0.000, 0.000, 0.000, -0.002, 0.000, 0.000, 0.000, 0.000, 0.001, 0.000, -0.009, 0.000, 0.000, 0.000, 0.000, 0.000, 0.000, 0.000, -0.001, 0.000, 0.000, 0.000, 0.000, 0.000, -0.001, 0.001, 0.000, -0.001, 0.000, 0.000, 0.009, 0.000, 0.000, 0.000, 0.000, 0.000, 0.001, 0.021, -0.029, 0.020, 0.039, -0.007, 0.008, -0.002, 0.006, -0.004, 0.005, 0.000, 0.000, 0.000, 0.000, 0.000]}